# 1
The following is a quantum chemistry calculation of a single C3H6O2 molecule, from the OMol25 dataset.

Calculated values
- orbital gap (hartree) = 0.3837
- SMILES = COCC=O
- HOMO energy (eV) = -9.5
- net charge = 0
- energy relative to the best compared isomer or geometry (same formula, charge and spin) (kJ/mol) = 190.5

Last column: Löwdin charge in e.
CARTESIAN COORDINATES (ANGSTROEM)
C -1.3619 0.7029 0.5680  -0.088
O -0.7773 -0.3913 -0.1361  -0.194
C 0.5431 -0.8620 0.0578  -0.189
C 1.4152 -0.1179 -0.9457  -0.225
O 1.9136 0.9538 -0.7059  0.057
H -2.2650 0.3049 1.0462  0.084
H -0.7463 1.2006 1.3310  0.093
H -1.6744 1.4709 -0.1521  0.086
H 0.5207 -1.9354 -0.1814  0.121
H 0.9452 -0.7507 1.0750  0.129
H 1.4870 -0.5759 -1.9568  0.125

# 2
The following is a quantum chemistry calculation of 5 unconnected molecules or ions with the total composition C30H70B2F3N5O11PS in a non-equilibrium geometry, from the OMol25 dataset.

Calculated values
- orbital gap (hartree) = 0.3261
- HOMO energy (eV) = -10.8
- net charge = +1

Last column: Löwdin charge in e.
CARTESIAN COORDINATES (ANGSTROEM)
C 1.8048 3.5753 2.9308  -0.062
N 0.3895 3.8258 2.6344  -0.094
C -0.0359 3.5740 1.2949  -0.217
N -1.0947 2.4596 1.2838  -0.093
P -2.3380 3.0218 2.5450  0.288
O -3.6561 2.2271 2.1877  -0.143
O -1.7738 2.2601 3.8084  -0.133
S -2.6175 4.9151 2.5547  0.488
C -1.8485 2.3707 -0.0553  -0.170
C -1.0784 2.8926 -1.2918  -0.103
C -1.7222 4.1030 -2.0017  -0.068
C -2.2840 5.1787 -1.1393  -0.234
F -3.5798 5.0014 -0.7805  0.058
C -1.6816 6.2694 -0.7309  -0.331
F -0.4148 6.5428 -1.0360  0.143
F -2.2168 7.2015 0.0302  0.155
C -2.4757 0.9765 -0.3330  -0.251
C -3.8928 1.2366 -0.8944  0.004
B -3.9775 1.4754 -2.4573  -0.680
O -3.2250 0.6876 -3.2878  0.174
O -4.8111 2.4007 -3.0256  0.180
N -2.5275 0.0518 0.8002  -0.084
C -2.9815 -1.2749 0.3816  -0.132
C -4.3692 -1.6847 0.9159  -0.222
O -5.1057 -2.4253 -0.0475  -0.065
C -1.3588 -0.0675 1.6874  -0.115
B -1.8016 -0.5003 3.1932  -0.573
O -3.1078 -0.2698 3.6064  0.126
N -0.8130 -1.0260 4.0696  -0.070
C -1.2113 -1.1696 5.4684  -0.064
C -0.0672 -2.2194 3.6367  -0.059
C -0.3921 1.1351 1.6980  -0.174
N 0.8279 0.9716 0.9455  -0.054
C 0.7785 0.4642 -0.4324  -0.012
C 1.9504 0.5225 1.6776  -0.490
C 3.2673 0.7523 0.9843  0.008
O 1.8338 0.0090 2.7513  0.117
H 2.4690 3.8720 2.1130  0.091
H 1.9679 2.5277 3.1838  0.068
H 2.0732 4.1546 3.8122  0.094
H 0.1555 4.7811 2.8672  0.085
H 0.7801 3.2419 0.6622  0.120
H -0.4972 4.4411 0.8300  0.093
H -4.3340 2.8648 1.9118  0.091
H -2.4679 2.1585 4.4818  0.121
H -2.6769 3.0672 0.0718  0.094
H -1.0523 2.0915 -2.0342  0.112
H -0.0347 3.1014 -1.0896  0.099
H -2.5335 3.7818 -2.6600  0.120
H -0.9658 4.5385 -2.6579  0.133
H -1.9276 0.5084 -1.1630  0.120
H -4.3990 2.0397 -0.3520  0.108
H -4.5010 0.3455 -0.7119  0.107
H -3.0311 1.1093 -4.1321  0.114
H -5.1457 3.0539 -2.4037  0.104
H -2.2499 -2.0301 0.6833  0.133
H -3.0328 -1.3406 -0.7129  0.124
H -4.9087 -0.7917 1.2423  0.119
H -4.2644 -2.3787 1.7501  0.118
H -5.4014 -1.8331 -0.7474  0.079
H -0.7093 -0.8858 1.3445  0.121
H -3.5377 -1.0595 3.9511  0.117
H -0.3175 -1.2659 6.0882  0.098
H -1.8262 -2.0614 5.6442  0.095
H -1.7647 -0.2924 5.7992  0.083
H -0.0213 -2.2983 2.5547  0.079
H 0.9631 -2.1900 3.9931  0.078
H -0.5229 -3.1206 4.0575  0.097
H -0.0828 1.3132 2.7230  0.126
H 0.8683 1.2481 -1.1779  0.064
H 1.6303 -0.1908 -0.6056  0.098
H -0.1095 -0.1384 -0.6108  0.099
H 3.1785 1.5272 0.2259  0.074
H 4.0109 1.0507 1.7202  0.099
H 3.5986 -0.1560 0.4802  0.092
C 1.4313 -0.2533 -5.7654  -0.051
C 1.0305 0.7978 -4.7458  -0.494
C 1.7024 2.1351 -5.0114  -0.052
O 1.3171 0.3488 -3.4170  -0.067
H 2.5107 -0.4233 -5.7253  0.083
H 0.9326 -1.1993 -5.5574  0.083
H 1.1753 0.0607 -6.7776  0.085
H -0.0549 0.9254 -4.7650  0.129
H 2.7890 2.0286 -4.9490  0.080
H 1.3948 2.8767 -4.2720  0.069
H 1.4554 2.5123 -6.0040  0.085
H 2.2716 0.2158 -3.3567  0.088
C 4.5524 -3.5940 3.5047  -0.060
C 3.5641 -4.5975 4.0775  -0.503
C 4.1573 -5.9936 4.1647  -0.060
O 2.3588 -4.6067 3.3102  -0.062
H 4.8370 -3.8853 2.4893  0.081
H 4.1053 -2.6000 3.4601  0.070
H 5.4588 -3.5424 4.1090  0.081
H 3.2543 -4.2721 5.0725  0.137
H 4.4316 -6.3494 3.1675  0.082
H 3.4337 -6.6916 4.5843  0.081
H 5.0529 -6.0041 4.7868  0.082
H 2.5798 -4.8948 2.4172  0.087
C 7.4931 1.5762 -1.5085  -0.057
C 6.3726 0.6441 -1.9353  -0.495
C 6.4881 0.2484 -3.3975  -0.059
O 5.0947 1.2411 -1.6747  -0.077
H 7.4602 2.4991 -2.0944  0.084
H 7.3939 1.8403 -0.4559  0.080
H 8.4686 1.1141 -1.6598  0.085
H 6.3890 -0.2529 -1.3134  0.138
H 6.4279 1.1356 -4.0344  0.082
H 5.6795 -0.4269 -3.6792  0.074
H 7.4376 -0.2477 -3.5980  0.084
H 5.0383 2.0427 -2.2079  0.085
C -4.6895 -6.4532 -2.8509  -0.059
C -3.7344 -5.4888 -2.1675  -0.500
C -3.8720 -4.0744 -2.7049  -0.067
O -2.3851 -5.9410 -2.2872  -0.054
H -4.4758 -6.5003 -3.9226  0.081
H -4.5771 -7.4562 -2.4406  0.081
H -5.7262 -6.1391 -2.7245  0.081
H -3.9315 -5.4825 -1.0940  0.137
H -3.6296 -4.0427 -3.7714  0.083
H -3.1828 -3.4085 -2.1847  0.063
H -4.8867 -3.6998 -2.5695  0.073
H -2.1670 -5.9716 -3.2256  0.085

# 3
The following is a quantum chemistry calculation of a single C6H8N2O molecule in a non-equilibrium geometry, from the OMol25 dataset.

Calculated values
- orbital gap (hartree) = 0.3574
- SMILES = CO/C(C#N)=C/[C@H]1CN1
- HOMO energy (eV) = -9.2
- net charge = 0
- energy relative to the best compared isomer or geometry (same formula, charge and spin) (kJ/mol) = 293.5

Last column: Löwdin charge in e.
CARTESIAN COORDINATES (ANGSTROEM)
C 3.1389 -0.5064 0.3658  -0.062
O 1.9970 -0.7761 -0.4793  -0.099
C 0.8717 0.0201 -0.2370  -0.280
C 1.0303 1.4369 -0.0689  -0.158
N 1.0690 2.6254 -0.0670  0.174
C -0.4014 -0.3840 -0.2851  0.018
C -1.5894 0.4392 -0.1198  -0.323
C -2.8728 -0.0490 -0.5210  -0.144
N -2.5493 -0.0282 0.9429  0.057
H 3.5765 0.5232 0.2281  0.110
H 2.9323 -0.7407 1.3808  0.077
H 3.8629 -1.2601 0.0780  0.086
H -0.6213 -1.4342 -0.5345  0.143
H -1.4366 1.4638 -0.0290  0.111
H -3.0293 -0.9999 -1.0588  0.121
H -3.6215 0.6749 -0.7400  0.093
H -2.3570 -1.0050 1.1449  0.076

# 4
The following is a quantum chemistry calculation of a gas-phase ion, C5H3O3S2 (charge -1) in a non-equilibrium geometry, from the OMol25 dataset.

Calculated values
- orbital gap (spin up / spin down) (hartree) = 0.2305 / 0.2305
- HOMO energy (spin up / spin down) (eV) = -3.9 / -3.9
- net charge = -1
- energy relative to the best compared isomer or geometry (same formula, charge and spin) (kJ/mol) = 121.3

Last column: Löwdin charge in e.
CARTESIAN COORDINATES (ANGSTROEM)
C -1.7379 -0.7657 0.5074  -0.525
C -2.0764 -0.0152 -0.5669  -0.636
C 2.0463 -0.4055 -0.6214  -0.362
C 0.7930 1.1318 0.8748  -0.793
C 0.7287 -0.2053 -0.0524  -0.535
O 1.9774 1.2854 1.1152  -0.005
O 2.6127 -1.4073 -0.9738  0.038
O -0.2641 1.6678 1.0962  -0.008
S -0.1551 -1.4411 0.7402  0.954
S -0.9388 0.4020 -1.8074  0.676
H -2.3738 -1.1314 1.2788  0.036
H -3.0582 0.2243 -0.7999  0.018
H 2.4461 0.6602 -0.7907  0.142